No. 1
{
  "formula": "C3H7NO",
  "method": "ωB97M-V/def2-TZVPD",
  "multiplicity": 2,
  "energy_ha": -248.099087,
  "s_squared": 0.755,
  "e_homo_ev": [-12.244, -12.226],
  "charge": 1,
  "gap_ev": [6.8, 2.2],
  "species": ["C", "C", "H", "H", "H", "H", "C", "N", "O", "H", "H", "H"],
  "xyz": [[-1.694, -2.375, -1.882], [-1.865, -1.753, -3.027], [-2.445, -2.434, -1.100], [-0.897, -3.063, -1.629], [-2.699, -1.110, -3.274], [-1.095, -1.777, -3.789], [1.310, 2.460, 2.573], [2.348, 1.676, 2.333], [0.350, 2.479, 1.777], [1.231, 3.081, 3.477], [2.394, 1.139, 1.474], [3.060, 1.676, 3.069]],
  "forces_ev_per_a": [[-0.629, -1.025, 0.988], [0.622, 0.568, -0.541], [-0.259, 0.515, -0.147], [0.489, 0.250, -0.515], [-0.232, -0.147, 0.261], [0.017, -0.154, -0.035], [1.508, -1.441, -0.344], [-0.829, 1.467, 1.328], [-0.941, 0.481, -0.357], [-0.021, 0.004, -0.074], [0.269, -0.154, 0.167], [0.006, -0.365, -0.732]],
  "nbo_charge": [-0.397, -0.373, 0.188, 0.192, 0.200, 0.193, 0.456, -0.678, 0.005, 0.289, 0.463, 0.462]
}

***

No. 2
{
  "formula": "C16H23BN6Re",
  "method": "ωB97M-V/def2-TZVPD",
  "multiplicity": 4,
  "energy_ha": -1054.453704,
  "s_squared": 3.786,
  "e_homo_ev": [-15.526, -15.588],
  "charge": 2,
  "gap_ev": [7.0, 7.0],
  "species": ["H", "N", "B", "N", "C", "Re", "H", "C", "H", "C", "H", "C", "H", "H", "H", "N", "N", "N", "N", "C", "C", "H", "H", "C", "C", "C", "C", "H", "H", "H", "H", "H", "C", "C", "C", "C", "C", "C", "H", "H", "H", "H", "H", "H", "H", "H", "H"],
  "xyz": [[-0.736, -2.718, 2.261], [-0.236, -2.474, 0.209], [-0.241, -2.709, -2.432], [-0.518, -3.283, -0.991], [-1.215, -4.339, -0.573], [-0.434, -0.659, -0.219], [-1.556, -5.063, -1.290], [-1.402, -4.311, 0.809], [-1.936, -5.022, 1.411], [-0.771, -3.187, 1.296], [-0.340, -3.551, -3.279], [2.595, 3.289, -0.711], [1.662, 3.865, -0.696], [2.488, 2.379, -0.101], [2.905, 3.052, -1.736], [1.231, -2.202, -2.418], [-1.138, -1.478, -2.793], [1.567, -1.281, -1.484], [-1.434, -0.452, -1.814], [2.312, -2.484, -3.196], [-1.648, -1.049, -3.949], [2.281, -3.171, -4.039], [-1.564, -1.670, -4.816], [3.374, -1.730, -2.713], [-2.241, 0.208, -3.810], [2.879, -0.988, -1.631], [-2.091, 0.571, -2.481], [4.385, -1.686, -3.086], [-2.720, 0.790, -4.574], [3.400, -0.294, -0.978], [-2.347, 1.463, -1.941], [3.355, 3.856, -0.250], [-1.489, 1.684, 4.449], [-0.648, 2.326, 3.342], [-1.288, 3.631, 2.858], [0.793, 2.546, 3.812], [-0.623, 1.414, 2.210], [-0.625, 0.576, 1.268], [-1.510, 2.319, 5.346], [-1.077, 0.702, 4.711], [-2.512, 1.514, 4.091], [-1.265, 4.404, 3.639], [-0.764, 4.002, 1.967], [-2.327, 3.438, 2.560], [1.224, 1.590, 4.135], [1.411, 2.916, 2.985], [0.836, 3.264, 4.644]],
  "forces_ev_per_a": [[0.087, -0.187, 0.285], [-1.284, -4.371, 0.288], [1.562, -0.308, -0.692], [-0.348, 1.081, 1.755], [0.462, 0.790, -0.232], [3.935, 2.900, 0.962], [-0.031, -0.178, -0.129], [0.439, 0.224, 0.941], [0.020, -0.235, -0.041], [-0.324, 0.482, -2.291], [-0.306, 0.069, 0.288], [-0.815, -0.770, -0.263], [0.215, -0.199, -0.113], [-0.115, 0.120, -0.329], [-0.217, -0.001, 0.263], [0.057, -0.185, -0.408], [-1.091, 1.659, 1.193], [-0.871, 0.494, 0.506], [-0.998, -0.210, -3.356], [-0.024, 0.428, 0.545], [0.192, -0.096, 0.795], [-0.161, 0.154, 0.394], [-0.006, -0.211, -0.348], [-0.128, 0.149, 0.183], [0.107, 0.284, 0.866], [-0.758, -0.422, -0.380], [0.662, -1.525, -0.237], [-0.088, -0.134, -0.031], [-0.053, 0.021, -0.143], [-0.279, -0.142, -0.185], [-0.226, 0.150, 0.029], [0.899, 0.805, 0.457], [-0.384, -0.573, 0.098], [0.156, 0.188, 0.138], [-0.321, 0.273, -0.616], [0.628, -0.171, -0.160], [-0.049, -1.487, -1.376], [-0.576, 0.806, 0.965], [0.051, -0.129, -0.354], [-0.024, 0.249, 0.138], [0.135, 0.159, 0.212], [0.034, -0.355, -0.166], [-0.036, 0.099, 0.292], [0.163, 0.193, 0.182], [-0.041, 0.270, 0.090], [-0.104, 0.074, 0.247], [-0.144, -0.234, -0.265]],
  "nbo_charge": [0.266, -0.377, 0.496, -0.303, 0.147, 1.655, 0.272, -0.295, 0.285, 0.078, 0.033, -0.853, 0.214, 0.184, 0.222, -0.340, -0.307, -0.395, -0.392, 0.031, 0.132, 0.256, 0.267, -0.309, -0.289, 0.014, 0.060, 0.268, 0.285, 0.249, 0.264, 0.234, -0.585, -0.198, -0.585, -0.587, 0.404, -0.582, 0.250, 0.218, 0.223, 0.251, 0.222, 0.223, 0.221, 0.224, 0.248]
}

***

No. 3
{
  "formula": "C5H9NO",
  "method": "ωB97M-V/def2-TZVPD",
  "multiplicity": 1,
  "energy_ha": -325.893347,
  "e_homo_ev": -7.578,
  "smiles": "NC1=CCCCO1",
  "gap_ev": 8.7,
  "species": ["N", "C", "C", "C", "C", "C", "O", "H", "H", "H", "H", "H", "H", "H", "H", "H"],
  "xyz": [[2.497, 0.312, -0.392], [1.153, 0.221, -0.110], [0.628, -0.875, 0.459], [-0.838, -1.185, 0.390], [-1.571, -0.016, -0.280], [-0.883, 1.282, 0.118], [0.430, 1.321, -0.454], [2.919, 1.160, -0.718], [2.924, -0.556, -0.657], [1.326, -1.590, 0.881], [-1.254, -1.390, 1.386], [-0.995, -2.098, -0.202], [-1.508, -0.094, -1.372], [-2.633, 0.001, -0.015], [-0.792, 1.337, 1.213], [-1.402, 2.171, -0.246]],
  "forces_ev_per_a": [[0.143, 0.027, 0.134], [-0.025, -0.265, 0.173], [0.023, 0.008, -0.046], [-0.143, -0.030, 0.031], [-0.036, 0.024, -0.032], [-0.203, 0.016, 0.054], [0.145, -0.127, -0.026], [-0.191, 0.113, -0.041], [0.145, 0.196, -0.084], [-0.115, -0.075, -0.174], [0.018, 0.092, -0.107], [-0.034, 0.106, 0.137], [-0.014, -0.041, 0.125], [0.142, 0.051, 0.006], [0.015, 0.043, -0.140], [0.130, -0.136, -0.011]],
  "nbo_charge": [-0.835, 0.481, -0.427, -0.411, -0.427, -0.067, -0.503, 0.394, 0.391, 0.209, 0.197, 0.206, 0.207, 0.214, 0.177, 0.194]
}

***

No. 4
{
  "formula": "C29H41F5IrP2",
  "method": "ωB97M-V/def2-TZVPD",
  "multiplicity": 6,
  "energy_ha": -2415.048410,
  "s_squared": 8.788,
  "e_homo_ev": [-12.045, -14.272],
  "charge": 2,
  "gap_ev": [6.0, 6.5],
  "species": ["Ir", "C", "C", "C", "C", "C", "C", "H", "H", "H", "C", "H", "H", "H", "C", "H", "H", "H", "C", "H", "H", "H", "C", "H", "H", "H", "C", "C", "C", "C", "C", "C", "C", "C", "H", "H", "H", "H", "H", "H", "H", "H", "H", "H", "H", "H", "P", "C", "C", "P", "C", "C", "C", "H", "H", "H", "H", "H", "H", "H", "H", "H", "H", "H", "H", "H", "H", "F", "C", "C", "C", "F", "C", "F", "C", "F", "C", "F"],
  "xyz": [[0.019, -0.560, -3.119], [-0.921, -1.454, -0.533], [0.371, -1.718, -1.280], [0.672, -0.082, 0.419], [-0.728, -0.368, 0.333], [1.366, -0.975, -0.407], [-1.954, -2.491, -0.295], [-1.944, -3.273, -1.062], [-2.969, -2.071, -0.222], [-1.758, -2.990, 0.675], [-1.722, 0.262, 1.232], [-2.744, 0.060, 0.888], [-1.552, 1.351, 1.257], [-1.623, -0.106, 2.267], [1.236, 0.910, 1.373], [1.284, 0.522, 2.405], [0.582, 1.796, 1.387], [2.254, 1.197, 1.074], [2.723, -1.479, -0.080], [2.729, -2.070, 0.854], [3.416, -0.644, 0.094], [3.135, -2.121, -0.866], [0.710, -3.147, -1.599], [0.808, -3.758, -0.682], [1.666, -3.200, -2.128], [-0.066, -3.602, -2.220], [-1.047, 1.265, -4.866], [-1.861, 0.040, -5.013], [-1.236, -1.033, -5.941], [0.306, -0.963, -6.004], [1.049, -0.481, -4.751], [1.803, 0.875, -4.850], [1.213, 1.994, -5.732], [-0.302, 1.837, -6.015], [-1.646, -0.890, -6.956], [0.628, -0.323, -6.824], [-1.537, -2.048, -5.634], [-0.420, 1.267, -6.952], [-1.484, 2.037, -4.216], [-2.895, 0.233, -5.331], [-0.693, 2.848, -6.234], [1.359, 2.968, -5.240], [2.799, 0.616, -5.246], [1.805, 2.047, -6.665], [0.687, -1.958, -6.271], [1.827, -1.232, -4.607], [-2.257, -0.390, -3.247], [-2.914, 1.032, -2.324], [-3.309, -1.845, -3.246], [2.208, 1.607, -3.134], [0.517, 1.289, -2.496], [3.253, 0.220, -2.655], [2.589, 3.003, -2.045], [-2.108, 1.616, -1.862], [-3.570, 0.678, -1.513], [-3.471, 1.698, -2.995], [-2.719, -2.697, -3.606], [-4.196, -1.665, -3.885], [-3.630, -2.064, -2.219], [2.737, 3.862, -2.714], [3.503, 2.799, -1.470], [1.754, 3.218, -1.354], [0.476, 1.413, -1.408], [-0.122, 2.035, -2.974], [3.714, 0.392, -1.680], [4.020, 0.146, -3.436], [2.658, -0.704, -2.633], [-1.209, 2.771, 3.657], [-1.186, 3.676, 2.651], [-0.922, 3.301, 1.358], [-0.888, 4.244, 0.371], [-0.633, 3.912, -0.932], [-1.110, 5.608, 0.664], [-1.045, 6.533, -0.324], [-1.370, 5.983, 1.975], [-1.556, 7.293, 2.277], [-1.420, 5.030, 2.981], [-1.655, 5.390, 4.257]],
  "forces_ev_per_a": [[-1.142, -2.137, 3.943], [1.880, -0.569, -0.281], [0.326, 0.889, 2.032], [-2.173, 0.180, 0.463], [1.906, 0.877, 0.712], [-1.134, -1.679, -0.513], [-0.472, -0.253, -0.347], [-0.077, 0.181, 0.167], [0.289, -0.099, 0.086], [0.024, 0.288, -0.352], [-0.429, -0.130, 0.029], [0.145, 0.175, 0.216], [-0.265, -0.303, 0.044], [-0.050, 0.140, -0.294], [0.331, 0.004, -0.118], [-0.047, 0.079, -0.293], [0.414, -0.159, 0.112], [-0.267, 0.072, 0.203], [0.556, 0.083, -0.263], [-0.253, 0.208, -0.288], [-0.089, -0.263, 0.068], [-0.027, 0.174, 0.197], [0.068, -0.290, -0.185], [-0.082, 0.223, -0.332], [-0.151, -0.158, -0.058], [0.172, -0.093, -0.049], [-1.855, 1.395, -1.322], [-0.875, 0.258, -0.048], [-0.092, -0.018, 0.297], [0.182, -0.036, -0.681], [1.542, 0.569, -0.882], [1.521, 1.471, -1.627], [0.014, 0.219, -0.332], [0.554, 0.574, -0.862], [0.156, -0.071, 0.417], [-0.102, -0.161, -0.181], [-0.028, 0.340, -0.051], [-0.218, 0.204, 0.529], [0.189, -0.417, -0.176], [-0.032, 0.471, -0.654], [0.087, -0.398, 0.076], [0.006, -0.214, -0.189], [-0.197, 0.358, 0.061], [-0.507, 0.025, 0.295], [-0.152, 0.233, 0.167], [0.273, -0.134, 0.276], [1.009, -0.913, 0.005], [-0.506, 0.159, -0.118], [-0.944, 0.179, -0.061], [-2.580, -3.565, 1.709], [0.860, 0.049, -0.084], [0.632, 0.284, 0.339], [0.907, 1.508, -1.046], [-0.073, -0.283, -0.210], [0.106, 0.066, -0.392], [-0.128, -0.121, 0.255], [-0.254, 0.235, -0.042], [0.315, -0.361, 0.304], [-0.035, 0.072, -0.447], [0.192, 0.267, 0.671], [-0.140, 0.104, -0.407], [0.206, -0.350, -0.657], [-0.030, -0.019, -0.146], [0.205, 0.114, 0.341], [0.049, -0.153, -0.289], [0.077, -0.163, 0.353], [0.299, 0.389, -0.095], [0.013, 0.477, -0.727], [-0.160, -0.024, 1.340], [-0.301, 1.318, 0.340], [0.014, 0.885, -0.954], [-0.094, 0.017, 0.652], [0.234, -0.246, -0.814], [-0.085, -0.935, 0.953], [-0.168, 1.449, 0.251], [0.187, -1.568, -0.392], [0.058, -0.585, 0.608], [0.216, -0.393, -1.253]],
  "lowdin_charge": [1.112, -0.205, -0.387, -0.202, -0.196, -0.187, -0.019, 0.083, 0.090, 0.132, 0.001, 0.090, 0.047, 0.123, 0.008, 0.122, 0.049, 0.093, -0.023, 0.128, 0.084, 0.088, -0.061, 0.117, 0.081, 0.079, -0.195, -0.445, -0.154, -0.175, -0.419, -0.358, -0.172, -0.170, 0.135, 0.109, 0.108, 0.118, 0.098, 0.135, 0.137, 0.104, 0.116, 0.132, 0.128, 0.101, 0.807, -0.191, -0.217, 0.992, -0.396, -0.189, -0.141, 0.032, 0.065, 0.070, 0.057, 0.077, 0.034, 0.067, 0.073, 0.054, 0.028, 0.026, 0.052, 0.080, 0.029, 0.099, -0.187, 0.143, -0.186, 0.051, -0.110, 0.123, -0.100, 0.137, -0.105, 0.143]
}